1:
22
Properties=species:S:1:pos:R:3:mulliken_charge:R:1 method="wB97M-V/def2-TZVPD" homo_energy_ev=-8.227 smiles="CC(C)=NO.CNC"
C -1.2275 -0.2788 -1.7722 -1.30
C -1.4859 -0.2110 -0.3003 0.96
C -1.9618 -1.4674 0.3618 -1.29
N -1.3919 0.9288 0.2591 -0.39
O -1.7980 0.9996 1.5994 -0.43
H -2.0992 -0.6694 -2.2955 0.40
H -0.4035 -0.9697 -1.9514 0.27
H -0.9629 0.7029 -2.1553 0.34
H -1.3632 -2.3175 0.0404 0.33
H -1.9377 -1.3685 1.4442 0.37
H -2.9973 -1.6584 0.0773 0.40
H -1.6819 1.9328 1.8210 0.35
C 1.9842 -0.5774 1.0453 -0.62
N 2.2982 0.7841 0.6813 -0.34
C 1.8728 1.2688 -0.6775 -0.71
H 0.9136 -0.7438 1.2307 0.11
H 2.4633 -0.8317 1.9923 0.33
H 2.3634 -1.2414 0.2654 0.25
H 2.0779 1.4618 1.4044 0.22
H 0.8069 1.5047 -0.7866 0.17
H 2.3933 2.2111 -0.8394 0.33
H 2.1372 0.5404 -1.4445 0.25

2:
22
Properties=species:S:1:pos:R:3:mulliken_charge:R:1 method="wB97M-V/def2-TZVPD" homo_energy_ev=-8.241
C 0.1720 0.9381 0.7963 1.16
C -1.1863 1.4785 1.1597 -1.40
C 1.1677 1.9311 0.2645 -1.47
N 0.5702 -0.1016 1.5086 -0.59
N -0.5032 -0.0340 -1.0532 -0.54
H 1.5465 -0.3482 1.3916 0.29
H -0.2021 -1.0248 1.2518 0.42
H -1.4030 0.3883 -1.2583 0.25
H 0.1009 0.1118 -1.8572 0.21
H 0.7867 2.4069 -0.6400 0.34
H 1.3315 2.7139 1.0076 0.35
H -1.0883 2.0720 2.0712 0.39
H -1.8706 0.6522 1.3426 0.37
H -1.5770 2.1222 0.3724 0.34
H 2.1266 1.4655 0.0326 0.39
C 0.5941 -2.2612 -1.1271 -1.18
C -0.7170 -1.5556 -0.7438 0.20
O -1.0771 -1.7176 0.5404 -0.77
H -1.5122 -1.8963 -1.4352 0.34
H 1.4239 -1.8661 -0.5385 0.24
H 0.8258 -2.1548 -2.1907 0.36
H 0.4910 -3.3203 -0.8952 0.32

3:
22
Properties=species:S:1:pos:R:3:mulliken_charge:R:1 method="wB97M-V/def2-TZVPD" homo_energy_ev=-8.960 smiles=NCCCCNCO
N -3.3346 -1.4072 1.1887 -0.62
C -2.8474 -0.0844 0.7800 -0.49
C -1.2926 -0.0451 0.8009 -0.39
C -0.6950 0.7889 -0.3450 -0.72
C 0.7596 1.1322 -0.0845 -0.60
N 1.5870 -0.0782 0.0836 -0.22
C 2.9155 0.0319 -0.4009 -0.53
O 3.1394 -0.2563 -1.7672 -0.54
H -4.1911 -1.3338 1.7243 0.24
H -3.6279 -1.9227 0.3630 0.21
H -3.1799 0.2057 -0.2288 0.33
H -3.2466 0.6711 1.4536 0.33
H -1.0328 0.3812 1.7680 0.20
H -0.9603 -1.0822 0.8524 0.29
H -1.3168 1.6865 -0.3819 0.39
H -0.8724 0.2359 -1.2734 0.28
H 0.8029 1.6583 0.8701 0.25
H 1.1514 1.8146 -0.8499 0.37
H 1.0164 -0.8695 -0.1760 0.17
H 3.5644 -0.6290 0.1530 0.34
H 3.2586 1.0082 -0.1494 0.41
H 2.4032 0.0406 -2.3039 0.31

Most stable structure - 3; separation to the second - 0.0220 hartree.